Model 1:
Below is a 3-piece molecular cluster, C6H9N3 overall, with properties calculated with the ωB97M-V functional and the def2-TZVPD basis.

Each line ends with the Mulliken charge.
Geometry (Å):
N (-0.44172, -2.11057, 1.28726)  -0.331
N (-2.21619, 2.47758, 0.92345)  -0.421
N (1.76687, -1.39105, -1.58129)  -0.346
C (-1.33206, -2.02025, 1.97285)  0.296
C (0.07189, 1.58482, 0.14820)  -0.593
C (2.46454, 0.48122, -3.25644)  -0.891
C (-1.21032, 2.04439, 0.51196)  0.353
C (2.04228, -0.48889, -2.25087)  0.399
C (-2.41628, -1.83233, 2.99852)  -0.773
H (-2.28906, -0.84364, 3.38511)  0.259
H (3.50635, 0.70452, -3.22659)  0.289
H (1.96263, 1.41637, -3.26899)  0.291
H (-3.37968, -1.96076, 2.54278)  0.265
H (0.73610, 1.75512, 0.99082)  0.262
H (0.14907, 0.56105, -0.11862)  0.140
H (-2.28984, -2.55657, 3.79710)  0.284
H (2.34976, -0.02368, -4.22246)  0.275
H (0.52566, 2.20266, -0.63279)  0.242

HOMO level	-11.43	eV
lowest unoccupied orbital energy	0.6	eV
Kohn-Sham gap	12.00	eV
SMILES string	CC#N.CC#N.CC#N


Model 2:
Below is one molecule with the formula C6H9N3, with properties calculated with the ωB97M-V functional and the def2-TZVPD basis.

Each line ends with the Mulliken charge.
Geometry (Å):
N (-0.88785, -0.46875, 0.25994)  0.655
N (-0.67420, -1.31558, -0.84714)  -1.089
N (1.38661, 0.17146, 0.24777)  -0.576
C (0.34148, -0.17230, 2.37698)  -0.932
C (1.07106, 0.30995, -0.99995)  0.746
C (2.05940, 0.65293, -2.05220)  -1.204
C (-2.21097, -0.40946, 0.87070)  -0.964
C (-0.35342, -0.01472, -1.23098)  0.094
C (0.30392, -0.18299, 1.04521)  0.307
H (-2.30024, 0.47061, 1.50717)  0.370
H (-0.51716, -0.40088, 2.98533)  0.315
H (2.19514, -0.19853, -2.72209)  0.304
H (-2.37436, -1.31499, 1.45988)  0.297
H (-2.95108, -0.36904, 0.07437)  0.343
H (3.01667, 0.90971, -1.60301)  0.322
H (1.69251, 1.48718, -2.65455)  0.339
H (1.25977, 0.09787, 2.86998)  0.312
H (-1.05726, 0.74752, -1.58743)  0.363

HOMO level	-7.62	eV
lowest unoccupied orbital energy	0.4	eV
Kohn-Sham gap	8.04	eV


Model 3:
Below is one molecule with the formula C6H9N3, with properties calculated with the ωB97M-V functional and the def2-TZVPD basis.

Each line ends with the Mulliken charge.
Geometry (Å):
N (-0.46091, -1.70009, -0.53961)  -0.505
N (-1.61919, 1.68974, 0.09865)  -0.633
N (0.88340, -1.09462, -0.12850)  -0.238
C (1.03381, -0.64845, 1.23661)  -0.616
C (-0.33132, 1.07713, -0.24210)  -0.146
C (-1.59049, -1.05196, -0.39679)  -0.150
C (0.96880, 0.32626, 0.10370)  1.059
C (-1.48040, 0.25292, 0.25529)  -0.201
C (2.21397, 0.87927, -0.57869)  -1.218
H (-2.44943, -1.66003, -0.83319)  0.413
H (1.93745, -0.83054, 1.81914)  0.323
H (-0.33417, 1.03207, -1.35988)  0.292
H (0.07674, -0.66896, 1.86192)  0.105
H (-1.48217, 0.03178, 1.32709)  0.295
H (1.81457, 1.17000, -1.63427)  0.270
H (-1.69955, 2.00901, 1.13125)  0.317
H (2.74744, 1.62986, 0.08709)  0.254
H (2.87976, 0.01048, -0.68110)  0.381

HOMO level	-9.20	eV
lowest unoccupied orbital energy	0.6	eV
Kohn-Sham gap	9.81	eV
SMILES string	C[C@]12CN1N=C[C@@H]1N[C@H]12


Model 4:
Below is C6H9N3 as an isolated structure, with properties calculated with the ωB97M-V functional and the def2-TZVPD basis.

Each line ends with the Mulliken charge.
Geometry (Å):
N (0.40417, -1.57844, 1.02342)  -0.467
N (-1.42217, 0.13777, -1.40479)  -0.674
N (-3.18658, -0.27580, 1.45921)  -0.397
C (1.11497, -0.83682, 0.50239)  0.137
C (-2.57115, -0.90218, 0.53006)  -0.087
C (1.42042, 1.48997, -0.31903)  -1.060
C (1.98127, 0.10857, -0.12940)  0.777
C (3.19716, -0.28494, -0.51375)  -0.923
C (-2.18693, 0.22480, -0.40057)  -0.007
H (1.14943, 1.92756, 0.64348)  0.281
H (3.86453, 0.40076, -1.01612)  0.278
H (-2.98292, 0.86770, 0.58661)  0.351
H (0.51189, 1.44881, -0.92352)  0.305
H (3.55116, -1.29256, -0.35061)  0.312
H (-2.30878, -1.95825, 0.48064)  0.363
H (2.15409, 2.12850, -0.80799)  0.359
H (-3.57372, -0.78455, 2.25166)  0.216
H (-1.11685, -0.82089, -1.61170)  0.237

HOMO level	-8.88	eV
lowest unoccupied orbital energy	0.5	eV
Kohn-Sham gap	9.35	eV


Verdict on stability: model 3 comes out at the bottom.


Model 1:
Below is one molecule with the formula C6H9N3, with properties calculated with the ωB97M-V functional and the def2-TZVPD basis.

Each line ends with the Mulliken charge.
Geometry (Å):
N (1.73295, 0.06158, -0.91146)  -0.658
N (0.57642, 1.87221, -0.20317)  -0.387
N (0.64806, 0.72767, -0.99919)  0.277
C (1.79771, -1.23497, -0.80712)  -0.196
C (-0.51588, -1.58595, -0.32971)  -0.689
C (-0.81685, -0.13538, -0.59361)  0.055
C (0.68896, -2.06006, -0.44492)  -0.183
C (-1.26272, 0.64504, 0.70591)  -0.419
C (-0.06810, 1.54316, 1.01069)  -0.823
H (0.90079, -3.08157, -0.13368)  0.324
H (-1.50317, -0.03591, -1.37945)  0.299
H (-1.24128, -2.14188, 0.19983)  0.424
H (-1.58164, -0.25138, 1.40135)  0.259
H (0.46027, 0.96929, 1.81696)  0.256
H (-1.99153, 1.42651, 0.53690)  0.320
H (-0.01211, 2.64793, -0.64235)  0.299
H (-0.46858, 2.45046, 1.53369)  0.439
H (2.65669, -1.81676, -0.76067)  0.401

HOMO level	-7.99	eV
lowest unoccupied orbital energy	0.9	eV
Kohn-Sham gap	8.85	eV
SMILES string	C1=C[C@H]2CCNN2N=C1


Model 2:
Below is one molecule with the formula C6H9N3, with properties calculated with the ωB97M-V functional and the def2-TZVPD basis.

Each line ends with the Mulliken charge.
Geometry (Å):
N (-1.67331, 0.84037, -0.74229)  -0.272
N (0.74558, -0.71944, -0.43345)  0.008
N (-0.54084, 1.39808, 0.08392)  -0.467
C (1.84199, 0.98591, 0.45239)  -0.522
C (0.61241, 0.51484, 0.10028)  0.229
C (2.82743, -0.01339, 0.20125)  -0.671
C (-2.27905, -0.71292, 0.90509)  -0.833
C (2.08687, -0.96609, -0.40443)  -0.350
C (-2.36860, -0.22852, -0.33153)  0.037
H (-1.72283, -0.15937, 1.64754)  0.181
H (2.44222, -1.88456, -0.87900)  0.378
H (-1.33990, 1.04147, -1.69226)  0.317
H (3.88081, -0.07710, 0.10783)  0.375
H (-1.01883, 1.52520, 0.97063)  0.284
H (0.28692, -1.17652, -1.19536)  0.294
H (-2.99287, -0.73139, -1.07790)  0.355
H (-2.83910, -1.55276, 1.27898)  0.280
H (2.05110, 1.91619, 1.00832)  0.378

HOMO level	-7.75	eV
lowest unoccupied orbital energy	0.9	eV
Kohn-Sham gap	8.60	eV
SMILES string	C=CNNc1ccc[nH]1


Verdict on stability: model 1 comes out at the bottom.


Model 1:
Below is an isolated ion of composition C3H10N3O and charge +1, with properties calculated with the ωB97M-V functional and the def2-TZVPD basis.

Each line ends with the Mulliken charge.
Geometry (Å):
O (0.03103, -0.03712, -1.47449)  -0.514
N (-1.77821, -1.23515, -0.16272)  -0.560
N (0.93738, 1.22049, 0.54588)  -0.277
N (-1.52986, 1.10473, 0.12350)  -0.611
C (-0.90408, -0.15313, -0.21761)  0.585
C (0.55947, -0.10311, -0.16489)  0.587
C (1.63700, -1.07475, 0.05852)  -1.436
H (2.49906, -0.70357, -0.49542)  0.345
H (0.04193, 1.56246, 0.98369)  0.387
H (1.88305, -1.13261, 1.12599)  0.399
H (-2.51740, 0.91606, 0.31501)  0.242
H (1.52761, 0.93123, 1.27042)  0.335
H (-1.29674, 1.85835, -0.47285)  0.256
H (1.51568, -2.04824, -0.31057)  0.423
H (-1.38546, -2.05982, -0.41776)  0.235
H (-2.66888, -0.98467, -0.65865)  0.246
H (1.44840, 1.93887, -0.04806)  0.357

HOMO level	-14.15	eV
lowest unoccupied orbital energy	-3.3	eV
Kohn-Sham gap	10.83	eV
SMILES string	C[C@@]1([NH3+])OC1(N)N
total charge	+1


Model 2:
Below is a 2-piece molecular cluster, C3H10N3O overall, with properties calculated with the ωB97M-V functional and the def2-TZVPD basis.

Each line ends with the Mulliken charge.
Geometry (Å):
O (1.92107, -0.13146, 0.83924)  -0.387
N (-0.97926, -2.12697, 1.19435)  -0.347
N (-0.54671, 2.39904, -1.06912)  -0.893
N (-1.16685, 0.04821, 0.46113)  -0.351
C (-0.47102, -1.04644, 0.67818)  0.684
C (1.00063, -1.08514, 0.32633)  -0.002
C (1.77796, -0.19197, -0.53323)  -0.025
H (2.61598, -0.54656, -1.09117)  0.289
H (-0.53099, 3.36864, -0.67266)  0.256
H (1.46636, -1.98137, 0.60403)  0.315
H (-2.01494, -2.08167, 1.18539)  0.246
H (-2.11133, 0.06868, 0.94878)  0.244
H (-1.27533, 2.30977, -1.79897)  0.297
H (1.41725, 0.78404, -0.86989)  -0.210
H (0.38393, 2.18748, -1.47431)  0.258
H (-0.49658, -2.96001, 1.42814)  0.244
H (-0.99018, 0.98569, -0.15622)  0.384

HOMO level	-14.59	eV
lowest unoccupied orbital energy	-3.4	eV
Kohn-Sham gap	11.22	eV
total charge	+1


Verdict on stability: model 1 comes out at the bottom.


Model 1:
Below is a 2-piece molecular cluster, C2H8N overall, with properties calculated with the ωB97M-V functional and the def2-TZVPD basis.

Each line ends with the Mulliken charge.
Geometry (Å):
N (2.05006, -0.55048, 1.68041)  -0.516
C (-1.68178, 0.43807, -1.75651)  -0.608
C (-1.13127, 0.32001, -0.56359)  -0.164
H (2.00206, -1.57657, 1.72939)  0.395
H (-1.67136, -0.34552, -2.50454)  0.225
H (1.62073, -0.18374, 0.81954)  0.332
H (-2.33924, 1.22851, -2.09471)  0.253
H (1.53683, -0.22366, 2.50335)  0.389
H (-1.23971, 1.05078, 0.22955)  0.222
H (-0.45840, -0.49296, -0.30246)  0.073
H (3.02407, -0.23086, 1.71558)  0.398

HOMO level	-13.52	eV
lowest unoccupied orbital energy	-4.6	eV
Kohn-Sham gap	8.89	eV
total charge	+1


Model 2:
Below is a 2-piece molecular cluster, C2H8N overall, with properties calculated with the ωB97M-V functional and the def2-TZVPD basis.

Each line ends with the Mulliken charge.
Geometry (Å):
N (1.55389, 0.76489, 0.12501)  -0.497
C (-1.29104, -0.22005, 0.49582)  -0.960
C (-1.07100, -0.95010, -0.60440)  -0.314
H (-0.98740, -0.52533, -1.60567)  0.325
H (2.40791, 0.20861, 0.03483)  0.383
H (-1.29061, -0.80093, 1.41454)  0.371
H (1.74948, 1.71380, 0.44760)  0.382
H (1.15210, 0.83001, -0.81300)  0.378
H (0.87862, 0.26642, 0.72692)  0.341
H (-1.81979, 0.72667, 0.46332)  0.344
H (-1.28216, -2.01399, -0.68496)  0.246

HOMO level	-14.37	eV
lowest unoccupied orbital energy	-4.1	eV
Kohn-Sham gap	10.27	eV
total charge	+1


Verdict on stability: model 2 comes out at the bottom.